Entry 1:
Density functional theory data (wB97M-V/def2-TZVPD) for 3 unconnected molecules or ions with the total composition C7H11N2.

Positions of all 20 atoms, in Å:
1 N -2.971 -3.698 0.848
2 N -1.691 -1.226 1.237
3 C 0.718 2.776 -0.003
4 C 2.956 2.429 -0.947
5 C -1.519 -0.763 0.067
6 C 2.729 1.073 -1.088
7 C 1.968 3.215 -0.314
8 C 1.400 0.561 -0.889
9 C 0.508 1.459 -0.353
10 H 2.123 4.369 -0.211
11 H -2.386 -4.546 0.888
12 H -2.166 -2.223 1.493
13 H 4.066 2.687 -1.049
14 H -3.731 -3.674 1.436
15 H -3.387 -3.666 -0.055
16 H 3.320 0.266 -1.608
17 H -0.050 3.570 0.312
18 H -1.031 -0.929 1.947
19 H -2.075 -1.215 -0.855
20 H 1.220 -0.466 -0.858

Values from the calculation:
E_LUMO (spin up / spin down) ... -6.1 / -4.5 eV
Calculated total energy ... -10404.974 eV
Energy relative to the best compared isomer or geometry (same formula, charge and spin) ... 6.745 eV
Spin multiplicity ... 1
Total charge ... +1
Highest occupied orbital energy (spin up / spin down) ... -12.32 / -13.13 eV

Löwdin population analysis, charges in e, atoms 1 to 6: 0.05, 0.05, -0.10, -0.07, 0.10, -0.07

***

Entry 2:
Density functional theory data (wB97M-V/def2-TZVPD) for a gas-phase ion, C7H11N2 (charge +1).

Positions of all 20 atoms, in Å:
1 N 3.157 -0.521 -0.384
2 N -1.214 0.023 -0.262
3 C -0.429 -0.912 0.531
4 C -2.666 -0.099 -0.263
5 C 1.534 0.847 0.160
6 C 2.035 -1.385 -0.173
7 C 1.000 -0.592 0.149
8 C 2.936 0.730 -0.065
9 C 0.818 2.044 0.195
10 H 1.436 3.039 0.033
11 H -0.939 0.163 -1.183
12 H 4.069 -0.893 -0.362
13 H -3.047 -1.058 -0.789
14 H -0.184 1.763 0.559
15 H -3.238 0.735 -0.737
16 H -0.799 -1.944 0.344
17 H -3.264 0.053 0.784
18 H 2.300 -2.459 -0.383
19 H -0.552 -0.492 1.525
20 H 3.700 1.482 0.063

Values from the calculation:
E_LUMO ... -5.7 eV
Calculated total energy ... -10407.987 eV
SMILES ... C=C1C=[NH+]C=C1CNC
Energy relative to the best compared isomer or geometry (same formula, charge and spin) ... 3.731 eV
Spin multiplicity ... 1
Total charge ... +1
Highest occupied orbital energy ... -12.46 eV

Löwdin population analysis, charges in e, atoms 1 to 6: 0.10, -0.18, -0.14, -0.14, -0.19, 0.03

***

Entry 3:
Density functional theory data (wB97M-V/def2-TZVPD) for a gas-phase ion, C7H11N2 (charge +1).

Positions of all 20 atoms, in Å:
1 N 0.479 1.253 -0.106
2 N -0.535 0.183 -2.499
3 C 0.698 -0.363 -2.306
4 C 1.058 -0.948 0.915
5 C -0.669 0.419 -0.190
6 C -0.101 -0.608 1.890
7 C -1.203 0.055 1.128
8 C 0.720 -0.113 -0.267
9 C -1.281 0.497 -1.567
10 H -2.316 0.872 -1.623
11 H -2.006 -0.595 0.792
12 H -0.448 -1.515 2.281
13 H 0.935 -1.379 -2.531
14 H 1.231 -1.993 0.776
15 H 1.889 -0.576 1.530
16 H -1.564 0.951 1.683
17 H 1.643 0.296 -2.577
18 H 0.557 1.812 -0.861
19 H 0.246 0.026 2.696
20 H 0.665 1.727 0.835

Values from the calculation:
E_LUMO ... -3.5 eV
Calculated total energy ... -10406.943 eV
Energy relative to the best compared isomer or geometry (same formula, charge and spin) ... 4.775 eV
Spin multiplicity ... 1
Total charge ... +1
Highest occupied orbital energy ... -13.64 eV

Löwdin population analysis, charges in e, atoms 1 to 6: 0.21, 0.05, 0.03, -0.07, -0.33, -0.15

***

Entry 4:
Density functional theory data (wB97M-V/def2-TZVPD) for a gas-phase ion, C7H11N2 (charge +1).

Positions of all 20 atoms, in Å:
1 N -0.004 0.569 2.011
2 N 1.946 1.033 0.522
3 C 0.987 1.188 1.671
4 C 2.859 0.304 -1.638
5 C 1.848 0.349 -0.624
6 C -2.092 -1.197 -0.394
7 C -3.438 -0.540 -0.614
8 C -1.356 -0.878 0.622
9 C -0.739 -0.530 1.728
10 H 0.864 -0.154 -0.619
11 H -3.717 -0.571 -1.662
12 H 3.768 0.657 -1.157
13 H 2.286 0.688 -2.577
14 H 2.841 1.427 0.805
15 H 1.133 1.991 2.510
16 H -0.913 -1.078 2.635
17 H -3.391 0.471 -0.206
18 H -4.086 -1.160 0.093
19 H 3.123 -0.694 -1.997
20 H -1.918 -1.873 -1.112

Values from the calculation:
E_LUMO (spin up / spin down) ... -3.4 / -7.2 eV
Calculated total energy ... -10404.123 eV
⟨S²⟩ ... 2.04
Energy relative to the best compared isomer or geometry (same formula, charge and spin) ... 3.001 eV
Spin multiplicity ... 3
Total charge ... +1
Highest occupied orbital energy (spin up / spin down) ... -10.22 / -14.26 eV

Löwdin population analysis, charges in e, atoms 1 to 6: 0.14, 0.06, -0.11, -0.07, -0.19, -0.08

***

Entry 5:
Density functional theory data (wB97M-V/def2-TZVPD) for a single C7H11N2O2P molecule.

Positions of all 23 atoms, in Å:
1 P -0.058 0.294 -0.775
2 O -0.939 0.821 -1.765
3 O 1.493 0.251 -1.252
4 N -0.376 -1.310 0.041
5 N -0.041 1.017 0.713
6 C 0.375 2.394 0.896
7 C 1.828 0.391 -2.691
8 C -0.991 -2.436 -0.659
9 C -0.213 0.177 1.789
10 C 0.008 1.056 4.214
11 C -0.164 0.667 3.112
12 C -0.491 -1.091 1.430
13 H 1.252 -0.409 -3.094
14 H -1.978 -2.203 -1.347
15 H 1.424 2.291 1.031
16 H -0.293 1.151 5.265
17 H -1.322 -3.196 0.015
18 H -0.343 2.595 1.753
19 H 1.562 1.359 -2.952
20 H -0.471 -2.024 1.944
21 H 3.017 0.196 -2.750
22 H 0.251 2.987 0.017
23 H -0.272 -2.743 -1.359

Values from the calculation:
E_LUMO ... 0.8 eV
Calculated total energy ... -23799.194 eV
SMILES ... C#CC1=CN(C)[P@](=O)(OC)N1C
Energy relative to the best compared isomer or geometry (same formula, charge and spin) ... 2.962 eV
Spin multiplicity ... 1
Highest occupied orbital energy ... -7.41 eV

Löwdin population analysis, charges in e, atoms 1 to 6: 0.56, -0.23, -0.28, -0.19, -0.21, -0.04

***

Entry 6:
Density functional theory data (wB97M-V/def2-TZVPD) for a molecular structure, C7H11N2O2P.

Positions of all 23 atoms, in Å:
1 P -1.389 1.531 -1.438
2 O -0.763 1.167 -2.898
3 O -1.932 3.008 -1.696
4 N 0.792 1.916 -0.559
5 N -2.457 0.664 -0.755
6 C 0.695 -0.440 0.337
7 C -0.293 -2.664 0.451
8 C 0.254 -1.617 -0.282
9 C -0.322 -2.549 1.818
10 C 0.259 -1.447 2.548
11 C 0.778 -0.451 1.763
12 C 1.399 0.605 -0.596
13 H 1.290 0.389 2.316
14 H -2.563 -0.283 -0.867
15 H -0.704 -3.526 0.003
16 H 0.287 -1.817 -1.347
17 H -2.861 2.992 -1.848
18 H 0.663 2.333 0.371
19 H -0.624 -3.421 2.541
20 H 0.193 -1.421 3.618
21 H 1.439 0.252 -1.558
22 H -0.140 1.938 -2.972
23 H 2.365 0.731 -0.178

Values from the calculation:
E_LUMO (spin up / spin down) ... 0.2 / 0.2 eV
Calculated total energy ... -23800.119 eV
Energy relative to the best compared isomer or geometry (same formula, charge and spin) ... 2.037 eV
Spin multiplicity ... 1
Highest occupied orbital energy (spin up / spin down) ... -8.70 / -8.70 eV

Löwdin population analysis, charges in e, atoms 1 to 6: 0.62, -0.20, -0.16, -0.05, -0.13, -0.20

***

Entry 7:
Density functional theory data (wB97M-V/def2-TZVPD) for a gas-phase ion, C7H11N2O3S (charge +1).

Positions of all 24 atoms, in Å:
1 S 0.915 -0.424 0.624
2 O -4.888 1.318 -0.396
3 O -3.123 1.728 0.879
4 O 2.762 2.337 -1.385
5 N -3.778 0.946 -0.163
6 N -0.967 0.101 0.671
7 C -1.137 -1.609 -0.805
8 C 1.510 0.482 -0.609
9 C 0.236 -1.891 -0.124
10 C 2.500 1.569 -0.486
11 C -1.826 -0.536 -0.141
12 C -3.096 -0.115 -0.503
13 C 3.211 1.761 0.853
14 H -3.779 2.497 1.070
15 H 2.393 1.967 1.603
16 H -0.085 -2.588 0.795
17 H 1.057 -2.531 -0.756
18 H 1.072 0.496 -1.616
19 H 3.604 0.741 1.080
20 H 4.059 2.556 0.686
21 H -3.743 -0.665 -1.228
22 H -1.595 -2.612 -1.031
23 H -0.805 -1.274 -1.871
24 H -1.307 0.847 1.242

Values from the calculation:
E_LUMO (spin up / spin down) ... -5.5 / -5.5 eV
Calculated total energy ... -27381.962 eV
Energy relative to the best compared isomer or geometry (same formula, charge and spin) ... 2.396 eV
Spin multiplicity ... 1
Total charge ... +1
Highest occupied orbital energy (spin up / spin down) ... -12.69 / -12.69 eV

Löwdin population analysis, charges in e, atoms 1 to 6: 1.14, 0.15, 0.05, 0.09, -0.24, 0.00

***

Entry 8:
Density functional theory data (wB97M-V/def2-TZVPD) for a gas-phase ion, C7H11N2OS (charge +1).

Positions of all 22 atoms, in Å:
1 S -2.842 -0.489 -1.083
2 O 1.467 1.154 -2.049
3 N 0.884 -0.562 0.214
4 N -1.674 0.427 0.993
5 C -3.770 0.297 0.090
6 C -1.433 -0.333 -0.099
7 C 1.456 0.871 0.337
8 C -3.005 0.656 1.160
9 C 1.919 -1.641 0.375
10 C -0.278 -0.872 -0.496
11 C 2.133 0.986 -0.898
12 H 1.182 -2.496 0.558
13 H 0.570 1.533 0.635
14 H 3.135 0.640 -1.032
15 H 2.611 -1.297 1.232
16 H -3.335 1.137 2.118
17 H -0.876 0.569 1.554
18 H 2.149 0.845 1.185
19 H -4.832 0.652 -0.105
20 H 2.421 -1.897 -0.462
21 H 2.032 1.336 -2.896
22 H 0.086 -1.518 -1.331

Values from the calculation:
E_LUMO (spin up / spin down) ... -5.0 / -3.6 eV
Calculated total energy ... -23289.768 eV
Energy relative to the best compared isomer or geometry (same formula, charge and spin) ... 3.443 eV
Spin multiplicity ... 1
Total charge ... +1
Highest occupied orbital energy (spin up / spin down) ... -10.88 / -11.08 eV

Löwdin population analysis, charges in e, atoms 1 to 6: 1.13, 0.04, -0.17, 0.06, -0.39, -0.54